{"formula": "C40H110N10O10", "method": "ωB97M-V/def2-TZVPD", "gap_ev": 9.11, "e_above_lowest_kj_mol": 524.3, "smiles": "COC[C@H](C)N.COC[C@H](C)N.COC[C@H](C)N.COC[C@H](C)N.COC[C@H](C)N.COC[C@H](C)N.COC[C@H](C)N.COC[C@H](C)N.COC[C@H](C)N.COC[C@H](C)N", "symbols": ["C", "C", "C", "O", "C", "N", "H", "H", "H", "H", "H", "H", "H", "H", "H", "H", "H", "C", "C", "C", "O", "C", "N", "H", "H", "H", "H", "H", "H", "H", "H", "H", "H", "H", "C", "C", "C", "O", "C", "N", "H", "H", "H", "H", "H", "H", "H", "H", "H", "H", "H", "C", "C", "C", "O", "C", "N", "H", "H", "H", "H", "H", "H", "H", "H", "H", "H", "H", "C", "C", "C", "O", "C", "N", "H", "H", "H", "H", "H", "H", "H", "H", "H", "H", "H", "C", "C", "C", "O", "C", "N", "H", "H", "H", "H", "H", "H", "H", "H", "H", "H", "H", "C", "C", "C", "O", "C", "N", "H", "H", "H", "H", "H", "H", "H", "H", "H", "H", "H", "C", "C", "C", "O", "C", "N", "H", "H", "H", "H", "H", "H", "H", "H", "H", "H", "H", "C", "C", "C", "O", "C", "N", "H", "H", "H", "H", "H", "H", "H", "H", "H", "H", "H", "C", "C", "C", "O", "C", "N", "H", "H", "H", "H", "H", "H", "H", "H", "H", "H", "H"], "positions_angstrom": [[-7.6634, -7.7090, 0.5030], [-6.3434, -7.2211, -0.0175], [-5.6621, -6.2985, 0.9966], [-4.3789, -5.8542, 0.5572], [-4.3289, -4.9658, -0.5617], [-5.5520, -8.3779, -0.4063], [-7.4711, -8.5002, 1.2276], [-8.2435, -8.1481, -0.3086], [-8.3403, -7.0039, 0.9855], [-6.5934, -6.6813, -0.9308], [-5.5542, -6.8502, 1.9305], [-6.2357, -5.4107, 1.2630], [-3.3236, -4.5604, -0.6761], [-5.0187, -4.1349, -0.4139], [-4.6468, -5.4545, -1.4826], [-6.0885, -8.9107, -1.0759], [-4.7811, -8.0192, -0.9514], [-4.6720, 0.8218, 2.3875], [-5.0963, 1.9923, 3.3496], [-4.9206, 3.3362, 2.6725], [-3.5302, 3.6889, 2.3592], [-3.4113, 5.0523, 2.0010], [-6.5262, 1.8237, 3.6383], [-3.6117, 0.9241, 2.1565], [-5.2641, 0.8439, 1.4726], [-4.7363, -0.1072, 2.9541], [-4.4492, 2.0344, 4.2257], [-5.3877, 4.0356, 3.3658], [-5.4719, 3.3896, 1.7337], [-3.7034, 5.6612, 2.8565], [-4.0936, 5.1735, 1.1596], [-2.3941, 5.3884, 1.8000], [-6.7038, 2.4592, 4.4030], [-7.0395, 2.2678, 2.8903], [-0.8683, -6.8046, 5.9266], [-1.3683, -5.8472, 4.8522], [-0.7664, -4.4113, 4.9082], [-1.5004, -3.6182, 5.8264], [-1.1526, -2.2370, 5.8387], [-1.0943, -6.4491, 3.5840], [0.2090, -6.8962, 5.7885], [-1.2956, -7.8056, 5.8665], [-1.0779, -6.4227, 6.9258], [-2.4527, -5.9572, 4.8448], [-0.9422, -3.9875, 3.9195], [0.2948, -4.4291, 5.1565], [-0.0678, -2.1645, 5.9160], [-1.6184, -1.7278, 6.6825], [-1.4462, -1.6353, 4.9786], [-1.3949, -7.4133, 3.5813], [-1.6383, -5.9736, 2.8783], [4.5678, -7.1500, -1.1258], [3.6158, -7.5444, 0.0521], [4.3086, -7.9463, 1.3297], [5.2445, -8.9579, 1.2423], [4.7514, -10.2438, 0.8631], [2.7922, -6.4244, 0.3459], [5.2801, -6.3598, -0.8886], [4.1143, -6.8971, -2.0842], [5.2725, -7.9340, -1.4028], [2.9535, -8.2707, -0.4190], [3.6076, -8.0667, 2.1556], [4.9053, -7.1074, 1.6878], [5.5632, -10.9519, 0.6966], [4.2516, -10.1322, -0.0992], [4.0501, -10.6415, 1.5966], [3.2449, -5.7411, 0.9360], [1.9666, -6.5938, 0.9025], [6.8518, -2.3811, 3.3436], [5.3579, -2.4115, 3.7138], [4.8774, -1.1638, 4.4883], [5.6091, -1.0022, 5.7138], [4.8133, -0.2650, 6.6378], [4.6656, -2.4581, 2.4432], [7.3954, -2.1244, 4.2529], [7.2114, -1.6371, 2.6329], [7.1647, -3.3798, 3.0392], [5.1482, -3.3318, 4.2589], [3.8151, -1.2519, 4.7160], [5.0025, -0.2928, 3.8450], [4.3364, 0.6092, 6.1948], [5.3852, -0.0139, 7.5312], [4.0798, -0.9914, 6.9875], [4.7692, -1.5564, 2.0000], [5.1952, -3.1648, 1.9531], [7.7474, 11.1534, 1.6837], [6.2773, 11.4516, 1.2244], [5.2254, 11.1246, 2.2820], [5.3069, 9.6933, 2.5716], [4.0746, 9.3199, 3.0272], [6.2961, 12.9145, 0.9836], [8.4670, 11.2997, 0.8782], [7.8171, 10.0728, 1.8078], [8.0690, 11.7030, 2.5684], [5.9363, 10.8427, 0.3872], [4.2707, 11.5457, 1.9669], [5.5819, 11.6115, 3.1897], [3.7948, 9.7939, 3.9680], [4.1568, 8.2803, 3.3441], [3.2711, 9.3701, 2.2923], [6.6143, 13.3028, 1.8599], [5.3552, 13.2761, 0.9198], [-0.4760, 0.3376, -1.3220], [0.7814, 0.3984, -0.4702], [0.8584, 1.6716, 0.3718], [2.2411, 1.9735, 0.5570], [2.5113, 2.9107, 1.5984], [0.7473, -0.7574, 0.3979], [-0.3544, -0.2519, -2.2307], [-0.8871, 1.3179, -1.5627], [-1.2785, -0.1102, -0.7359], [1.5907, 0.4420, -1.1990], [0.2333, 1.6922, 1.2645], [0.3892, 2.4536, -0.2252], [2.2753, 2.5746, 2.6081], [1.9091, 3.7964, 1.3961], [3.5472, 3.2359, 1.5022], [1.4527, -0.6132, 1.1062], [1.0007, -1.6097, -0.0811], [-6.1599, -0.5204, -11.3052], [-5.4883, -1.3089, -10.1651], [-4.4680, -0.4996, -9.2565], [-4.1137, -1.3867, -8.1539], [-3.3504, -0.7393, -7.1255], [-6.4803, -1.9427, -9.2744], [-6.9123, 0.1538, -10.8957], [-6.5761, -1.2560, -11.9935], [-5.5045, 0.0768, -11.9391], [-4.8873, -2.1213, -10.5736], [-4.9944, 0.4169, -8.9900], [-3.5441, -0.2943, -9.7971], [-3.1786, -1.5913, -6.4676], [-3.9089, 0.0459, -6.6160], [-2.3730, -0.3135, -7.3526], [-5.9262, -2.5754, -8.7151], [-6.9887, -2.5505, -9.9006], [-6.8320, 2.6003, -2.8709], [-6.7458, 3.9847, -3.4764], [-5.4243, 4.4560, -4.1339], [-4.6404, 4.7511, -3.0129], [-3.3992, 5.4143, -3.3889], [-7.8865, 4.1024, -4.3492], [-5.9619, 2.4016, -2.2450], [-6.8174, 1.8152, -3.6268], [-7.7215, 2.4218, -2.2667], [-7.0807, 4.6619, -2.6906], [-5.6846, 5.3154, -4.7518], [-5.0586, 3.6541, -4.7753], [-3.5610, 6.4039, -3.8162], [-2.8254, 4.7650, -4.0502], [-2.8467, 5.4848, -2.4520], [-7.7798, 3.5514, -5.1889], [-8.6367, 3.6307, -3.8646], [5.3190, 1.7027, -3.3686], [6.3963, 2.0940, -2.3210], [6.6183, 3.7102, -2.2022], [7.4054, 4.0746, -1.0729], [7.0179, 5.3093, -0.5453], [5.9888, 1.4799, -1.0413], [4.9561, 0.6881, -3.2046], [5.6812, 1.6913, -4.3966], [4.4650, 2.3786, -3.3236], [7.3197, 1.5657, -2.5586], [5.5989, 4.0823, -2.0992], [7.0315, 4.1616, -3.1042], [5.9660, 5.2505, -0.2656], [7.1317, 6.1894, -1.1782], [7.5740, 5.4413, 0.3828], [6.6307, 1.9092, -0.3903], [5.1019, 1.9191, -0.8396]], "forces_ev_per_angstrom": [[-0.7, -0.8, 0.5], [-0.9, 0.9, -0.3], [0.6, 0.0, -0.8], [0.7, -0.2, 0.1], [-0.8, -0.3, 0.5], [0.6, 0.2, 0.2], [-0.1, -0.1, 0.1], [0.0, -0.1, -0.1], [0.4, 0.4, -0.1], [0.1, 0.7, -0.1], [0.5, -0.1, 0.0], [-0.6, 0.0, -0.4], [0.0, -0.3, 0.2], [-0.1, 0.3, 0.1], [0.2, -0.2, -0.2], [-0.2, -0.2, 0.0], [0.5, -0.1, 0.1], [0.6, 0.9, 1.5], [0.6, -1.0, -2.4], [1.3, 0.7, -0.4], [-0.6, -0.8, 0.9], [-0.8, -0.3, 0.5], [0.5, 0.4, 0.9], [0.0, 0.2, -0.3], [-0.1, -0.2, 0.1], [-0.5, -0.1, -0.3], [-0.4, -0.5, 0.3], [0.3, 0.7, 0.0], [-0.3, -0.1, -0.2], [-0.4, 0.3, 0.0], [0.2, 0.8, -0.2], [0.1, -0.7, -0.4], [-0.4, -0.1, 0.5], [-0.2, -0.2, -0.5], [0.5, 0.6, 0.3], [-0.7, -0.8, 0.8], [-1.7, -0.4, -0.2], [-0.4, 0.4, 0.4], [0.5, -0.4, 0.1], [1.4, -0.2, -1.7], [0.2, -0.1, 0.2], [-0.2, 0.1, -0.2], [0.1, 0.1, 0.0], [-0.5, 1.6, 1.1], [0.5, 0.1, -0.3], [0.2, -0.1, -0.1], [0.2, 0.3, 0.2], [0.0, -0.5, 0.2], [-0.2, -0.5, -0.6], [0.0, -0.1, 0.0], [0.0, 0.0, -0.3], [1.1, -0.5, 0.3], [0.4, 0.4, -1.7], [0.6, 0.2, 0.2], [1.0, -1.8, 0.0], [-0.2, 0.8, -0.4], [-1.3, 1.9, 0.4], [-0.3, 0.5, 0.4], [-0.7, 0.2, 0.4], [-0.2, -0.6, 0.3], [0.0, -0.5, 0.6], [-0.6, -0.6, -0.1], [0.1, 0.4, -0.3], [0.2, 0.3, 0.4], [-0.3, -0.2, -0.1], [-0.1, 0.0, 0.1], [0.7, 0.3, -0.2], [-0.3, -0.8, -0.2], [0.6, 0.1, 2.1], [0.9, 1.2, -0.6], [0.7, -1.0, 0.4], [-0.2, 0.6, -0.7], [0.1, -1.2, 0.3], [-1.3, -0.5, 0.3], [0.4, -0.3, 0.2], [-0.7, 0.0, -0.3], [0.1, 0.0, -0.2], [0.0, 0.1, 0.3], [-0.2, -0.2, -0.1], [0.1, 0.3, -0.1], [0.1, 0.1, 0.0], [0.3, 0.2, -0.3], [-0.7, 0.3, 0.1], [0.2, -0.1, -0.5], [-0.3, 0.2, -0.9], [-1.0, -1.5, -1.2], [0.8, 0.9, 0.9], [2.7, -0.7, 0.6], [-0.2, 2.3, -1.3], [-0.9, -2.1, 1.4], [-0.5, -0.5, -0.2], [-0.2, 0.6, -0.1], [0.0, 0.0, 0.7], [-0.3, -0.1, 0.0], [0.7, 0.4, -0.6], [-0.4, -0.6, 0.1], [-0.5, 0.3, 0.4], [-0.2, 0.7, 0.0], [-0.1, -0.3, -0.3], [-0.1, 0.3, -0.1], [0.4, 0.3, 0.1], [-0.4, 0.1, -0.4], [-1.1, 0.3, 0.2], [-1.1, 0.3, -0.3], [0.1, 0.5, -1.2], [0.0, -0.3, 1.1], [-0.5, 0.4, -1.1], [0.7, -0.1, 0.6], [0.1, 0.1, 0.0], [0.3, 0.2, -0.4], [0.0, -0.3, 0.0], [0.6, 0.0, 0.3], [0.4, -0.6, 0.5], [0.2, 0.5, -0.3], [0.1, -0.4, 0.0], [-0.2, 0.3, 0.2], [0.1, -0.3, 0.2], [0.2, -0.3, 0.3], [0.0, -0.1, -0.1], [0.4, -0.3, 0.5], [1.5, 0.4, 0.7], [-1.0, -1.7, -0.5], [0.2, 2.0, -0.8], [-0.6, -1.2, 0.3], [0.1, 0.4, -0.7], [-0.2, -0.2, -0.1], [-0.5, 0.1, 0.1], [0.4, 0.0, 0.3], [0.3, 0.0, -0.5], [0.2, 0.2, 0.7], [-0.1, 0.3, -0.2], [0.1, 0.4, 0.5], [-0.3, -0.1, 0.0], [0.1, -0.1, -0.9], [-0.1, 0.0, 0.5], [-0.6, -0.2, 0.1], [1.7, -0.8, 0.4], [-1.3, -0.1, 0.2], [-2.3, -0.7, 1.4], [1.8, 0.9, -0.9], [-0.7, -1.1, 1.1], [-0.8, 0.4, -1.4], [0.0, -0.1, 0.3], [0.0, 0.0, -0.3], [-0.1, 0.4, 0.0], [1.1, 0.4, 0.3], [0.3, 0.3, 0.0], [0.6, -0.1, 0.0], [-0.1, 0.0, -0.1], [0.0, 0.1, -0.3], [0.1, 0.3, -0.1], [0.2, -0.1, -0.3], [-0.4, 0.2, -0.1], [0.5, 0.4, 0.0], [0.0, 0.3, -0.2], [-0.5, -2.0, -0.1], [-0.1, -0.6, -0.9], [-0.4, 0.0, 1.1], [0.3, 1.1, -0.5], [0.1, 0.0, 0.4], [0.2, 0.3, 0.0], [-0.1, 0.0, 0.0], [0.3, 0.4, -0.3], [-0.2, 0.3, 0.2], [0.1, -0.2, -0.2], [-0.3, 0.2, 0.1], [0.3, -0.1, -0.4], [0.1, 0.2, -0.1], [0.1, -0.2, 0.7], [-0.6, -0.2, 0.5]], "mulliken_charge": [-1.6691, 0.7789, -0.7879, -0.2859, -0.7594, -0.7522, 0.4153, 0.3749, 0.3817, 0.2128, 0.3418, 0.3636, 0.2349, 0.3421, 0.2709, 0.2639, 0.2722, -1.2215, 0.3172, -0.7513, -0.2796, -0.6871, -0.7334, 0.2891, 0.2467, 0.3459, 0.3702, 0.3441, 0.3544, 0.2902, 0.2795, 0.2415, 0.3035, 0.2910, -1.5677, 0.5769, -0.5607, -0.3111, -0.6646, -0.6943, 0.3368, 0.4172, 0.3303, 0.2854, 0.2964, 0.3184, 0.2408, 0.2712, 0.2777, 0.2368, 0.2186, -1.3063, 0.5721, -0.6500, -0.3899, -0.6698, -0.6928, 0.2965, 0.3677, 0.3292, 0.2161, 0.4226, 0.2696, 0.2646, 0.2658, 0.2865, 0.1823, 0.2270, -1.4030, 0.4265, -0.5708, -0.3551, -0.7270, -0.5829, 0.3879, 0.2847, 0.4186, 0.2093, 0.3890, 0.1900, 0.2946, 0.2620, 0.2929, 0.2165, 0.2708, -1.2346, 0.2197, -0.6388, -0.2738, -0.8049, -0.7188, 0.3664, 0.3225, 0.3252, 0.3146, 0.3945, 0.2776, 0.3101, 0.2647, 0.3124, 0.2928, 0.2702, -1.5468, 1.0548, -1.1016, -0.1674, -0.8217, -0.6782, 0.3731, 0.3367, 0.3622, 0.0728, 0.5281, 0.2902, 0.2975, 0.3730, 0.1948, 0.1909, 0.2344, -1.4228, 0.4401, -0.6609, -0.2982, -0.6969, -0.7641, 0.3676, 0.3721, 0.3510, 0.2674, 0.3528, 0.3495, 0.2521, 0.2569, 0.2873, 0.2795, 0.2668, -1.4726, 0.6675, -0.6409, -0.1960, -0.7796, -0.7688, 0.3412, 0.3326, 0.3966, 0.1242, 0.3667, 0.2667, 0.3074, 0.3174, 0.2150, 0.2561, 0.2653, -1.4730, 0.3466, -0.6757, -0.3360, -0.6581, -0.6332, 0.3879, 0.3799, 0.3450, 0.3597, 0.3176, 0.3693, 0.2674, 0.2963, 0.2705, 0.3158, 0.1265]}